1.
Below is a structure of composition C49H46AsBiN3O5P at a distorted geometry, with properties calculated with the ωB97M-V functional and the def2-TZVPD basis.

Cartesian coordinates (Å):
Bi: 2.405 -0.944 0.754
C: -0.795 -1.224 -5.416
O: -1.053 -2.556 -5.033
C: -0.589 -2.896 -3.827
C: -0.710 -4.216 -3.413
C: -0.312 -4.612 -2.176
C: 0.312 -3.717 -1.310
C: 0.816 -4.165 -0.020
C: 0.552 -5.604 0.404
O: 1.561 -3.484 0.684
C: 0.534 -2.369 -1.761
O: 1.077 -1.368 -1.129
C: 0.052 -1.977 -3.040
H: -1.331 -1.124 -6.362
H: 0.266 -1.013 -5.558
H: -1.195 -0.525 -4.611
H: -1.166 -4.938 -4.095
H: -0.425 -5.638 -1.903
H: 0.986 -6.324 -0.332
H: -0.479 -5.912 0.556
H: 1.076 -5.845 1.303
H: 0.325 -0.923 -3.241
O: 6.027 -2.049 1.283
C: 4.907 -2.442 1.491
O: 3.973 -2.383 0.628
C: 4.537 -2.755 2.903
C: 5.455 -2.448 3.954
C: 5.065 -2.727 5.266
C: 3.794 -3.227 5.602
C: 2.936 -3.547 4.570
C: 3.323 -3.283 3.280
H: 6.438 -2.103 3.699
H: 5.742 -2.459 6.034
H: 3.533 -3.317 6.646
H: 1.929 -4.009 4.720
H: 2.663 -3.614 2.464
N: 5.445 1.977 -5.454
C: 4.987 1.647 -4.464
C: 4.431 1.220 -3.251
C: 3.120 1.527 -2.883
C: 2.571 1.021 -1.738
C: 3.365 0.288 -0.864
C: 4.671 -0.018 -1.225
C: 5.236 0.400 -2.409
H: 2.546 2.181 -3.597
H: 1.527 1.088 -1.488
H: 5.172 -0.662 -0.536
H: 6.246 0.038 -2.769
C: -1.530 1.565 -0.192
C: -0.939 2.965 -0.450
As: -1.809 4.175 -1.714
C: -2.825 2.856 -2.855
C: -2.376 2.562 -4.122
C: -3.086 1.765 -4.996
C: -4.315 1.264 -4.647
C: -4.750 1.453 -3.287
C: -3.994 2.239 -2.385
C: -3.270 4.725 -0.505
C: -3.347 4.509 0.860
C: -4.460 4.989 1.564
C: -5.436 5.715 0.892
C: -5.344 5.986 -0.488
C: -4.210 5.493 -1.151
P: -0.480 0.591 0.955
C: -1.360 -1.001 0.952
C: -1.515 -1.794 2.112
C: -2.240 -2.977 2.142
C: -2.911 -3.365 0.994
C: -2.828 -2.612 -0.163
C: -2.091 -1.411 -0.165
C: -0.877 1.472 2.514
C: -2.134 1.554 3.032
C: -2.411 2.405 4.100
C: -1.420 3.153 4.711
C: -0.106 2.941 4.260
C: 0.132 2.149 3.140
H: -1.614 1.011 -1.092
H: -2.538 1.720 0.148
H: 0.066 2.841 -0.806
H: -0.823 3.618 0.439
H: -1.460 3.010 -4.481
H: -2.617 1.410 -5.952
H: -4.885 0.771 -5.423
H: -5.645 1.030 -2.899
H: -4.334 2.304 -1.353
H: -2.619 3.865 1.328
H: -4.582 4.733 2.616
H: -6.344 5.909 1.440
H: -6.104 6.554 -0.958
H: -4.101 5.607 -2.239
H: -0.980 -1.487 3.011
H: -2.214 -3.591 3.055
H: -3.415 -4.337 0.937
H: -3.241 -2.956 -1.095
H: -2.106 -0.809 -1.045
H: -2.942 1.060 2.474
H: -3.449 2.551 4.353
H: -1.701 3.777 5.602
H: 0.746 3.438 4.733
H: 1.217 2.170 2.832
N: 3.944 0.816 3.421
N: 4.306 0.366 2.089
H: 4.786 1.036 3.946
H: 3.505 0.033 3.906
H: 5.248 -0.008 2.070
H: 4.281 1.219 1.499

Summary:
Orbital gap   7.832 eV
ΔE to the lowest compared entry with this formula, charge and spin   8.5 kJ/mol
Max |F|   2.82 eV/Å
Charge   0
Electronic energy   -5226.92771 Ha

***

2.
Below is a structure of composition C49H46N4O4S4Zn at a distorted geometry, with properties calculated with the ωB97M-V functional and the def2-TZVPD basis.

Cartesian coordinates (Å):
Zn: 10.775 17.456 10.251
S: 12.521 17.871 11.805
C: 11.215 17.457 12.753
N: 10.004 17.324 12.270
C: 9.053 16.942 13.197
C: 7.718 16.648 12.891
C: 6.892 16.536 13.985
C: 7.332 16.585 15.310
C: 8.654 16.701 15.600
C: 9.535 16.941 14.538
S: 11.268 17.231 14.576
H: 7.375 16.630 11.868
H: 5.805 16.594 13.766
H: 6.613 16.441 16.096
H: 9.025 16.591 16.578
S: 9.819 13.451 13.937
C: 9.185 12.336 12.906
N: 8.608 11.177 13.283
C: 8.370 10.078 12.378
C: 9.471 10.082 11.290
N: 9.390 11.385 10.675
C: 9.653 11.456 9.278
C: 8.549 11.006 8.337
C: 8.904 10.610 7.059
C: 7.966 10.206 6.140
C: 6.619 10.125 6.539
C: 6.256 10.530 7.795
C: 7.218 10.967 8.715
C: 9.243 12.517 11.402
S: 8.991 13.987 10.711
C: 8.376 10.998 14.686
C: 7.234 10.063 14.952
C: 5.900 10.321 14.476
C: 4.961 9.353 14.629
C: 5.266 8.174 15.326
C: 6.498 7.960 15.908
C: 7.511 8.928 15.641
H: 7.428 10.243 11.797
H: 8.513 9.144 12.927
H: 9.336 9.177 10.635
H: 10.481 9.915 11.798
H: 10.608 10.959 9.082
H: 9.788 12.589 9.021
H: 9.945 10.824 6.847
H: 8.262 9.962 5.153
H: 5.947 9.649 5.844
H: 5.240 10.578 8.062
H: 6.989 11.245 9.720
H: 8.160 12.024 15.067
H: 9.286 10.579 15.091
H: 5.867 11.185 13.765
H: 3.956 9.452 14.216
H: 4.521 7.374 15.423
H: 6.780 7.025 16.348
H: 8.518 8.839 16.041
C: 12.920 21.589 13.206
C: 12.005 21.342 12.079
C: 12.567 21.256 10.782
C: 11.853 20.755 9.690
C: 12.550 20.591 8.304
C: 10.521 20.397 9.917
C: 9.868 20.729 11.112
C: 8.368 20.748 11.266
C: 10.648 21.168 12.211
C: 9.734 19.689 8.852
O: 9.183 20.283 7.932
O: 9.595 18.429 9.075
H: 12.915 20.730 13.905
H: 12.752 22.394 13.870
H: 13.985 21.613 12.933
H: 13.621 21.438 10.608
H: 13.613 20.684 8.474
H: 12.088 21.369 7.646
H: 12.324 19.649 7.791
H: 7.894 19.732 11.237
H: 8.039 21.225 10.321
H: 8.156 21.239 12.235
H: 10.210 21.301 13.148
C: 10.596 18.662 5.432
O: 10.986 17.433 6.080
C: 10.019 16.545 6.440
C: 8.685 16.757 6.527
C: 7.826 15.683 6.819
C: 8.286 14.399 7.045
C: 9.669 14.171 6.983
C: 10.549 15.223 6.706
N: 11.913 14.997 6.565
C: 12.706 14.271 7.300
C: 12.758 14.004 8.676
C: 13.530 12.882 8.976
C: 13.487 12.441 10.255
C: 12.774 13.212 11.217
C: 12.131 14.375 10.980
C: 12.030 14.810 9.642
O: 11.421 15.862 9.224
H: 9.934 18.450 4.634
H: 11.544 19.067 4.981
H: 10.096 19.357 6.165
H: 8.329 17.814 6.398
H: 6.796 15.894 6.978
H: 7.549 13.613 7.321
H: 10.132 13.180 7.002
H: 12.358 15.225 5.669
H: 13.525 13.902 6.706
H: 14.288 12.500 8.290
H: 14.000 11.524 10.508
H: 12.791 12.735 12.169
H: 11.776 14.926 11.836

Summary:
Orbital gap   6.550 eV
ΔE to the lowest compared entry with this formula, charge and spin   86.3 kJ/mol
Max |F|   3.08 eV/Å
Charge   0
Electronic energy   -5786.89820 Ha

***

3.
Below is a structure of composition C49H47AlFN5SSb, with properties calculated with the ωB97M-V functional and the def2-TZVPD basis.

Cartesian coordinates (Å):
Al: -0.132 1.087 0.261
N: 1.024 -2.049 2.739
C: 0.555 -1.143 1.802
S: 1.148 0.503 2.070
N: -1.111 -1.251 1.556
N: -1.481 -0.018 0.948
C: -2.795 0.490 0.693
C: -4.097 0.039 1.247
C: -4.744 -1.110 0.807
C: -5.978 -1.474 1.325
C: -6.610 -0.671 2.263
C: -6.012 0.519 2.654
C: -4.775 0.874 2.140
C: -2.755 1.637 -0.047
C: -3.923 2.358 -0.492
C: -3.818 3.430 -1.298
C: -2.517 3.870 -1.728
C: -1.435 3.207 -1.288
N: -1.481 2.110 -0.452
H: 1.181 -1.689 3.666
H: 0.594 -2.966 2.727
H: -4.288 -1.710 0.035
H: -6.461 -2.379 0.974
H: -7.576 -0.952 2.660
H: -6.508 1.171 3.361
H: -4.324 1.816 2.427
H: -4.890 2.004 -0.165
H: -4.698 3.963 -1.631
H: -2.412 4.721 -2.384
H: -0.442 3.531 -1.578
C: -1.865 -2.859 -2.639
C: -0.934 -3.501 -1.601
C: -0.844 -5.012 -1.812
C: -1.419 -3.080 -0.224
C: -2.648 -3.639 0.278
C: -3.136 -3.550 1.529
C: -2.656 -2.788 2.654
C: -1.810 -1.752 2.730
C: -1.463 -1.080 4.048
C: -1.261 -2.100 5.178
C: -2.522 -0.069 4.500
C: -0.719 -2.183 0.482
N: 0.622 -1.715 0.412
C: 1.696 -2.632 0.152
C: 1.570 -4.008 0.306
C: 2.648 -4.847 0.075
C: 3.881 -4.324 -0.280
C: 4.037 -2.953 -0.408
C: 2.945 -2.144 -0.189
F: 3.099 -0.817 -0.293
H: -1.501 -3.076 -3.643
H: -1.904 -1.776 -2.505
H: -2.881 -3.250 -2.554
H: 0.062 -3.081 -1.756
H: -1.808 -5.502 -1.671
H: -0.119 -5.472 -1.142
H: -0.517 -5.212 -2.833
H: -3.179 -4.287 -0.409
H: -4.030 -4.124 1.744
H: -3.109 -3.062 3.600
H: -0.540 -0.518 3.917
H: -2.221 -2.480 5.530
H: -0.784 -1.596 6.018
H: -0.640 -2.947 4.883
H: -3.515 -0.519 4.492
H: -2.530 0.809 3.864
H: -2.294 0.250 5.519
H: 0.617 -4.421 0.609
H: 2.527 -5.916 0.190
H: 4.724 -4.979 -0.452
H: 4.990 -2.509 -0.661
C: 2.516 6.627 -3.330
C: 3.115 6.339 -2.113
C: 2.913 5.105 -1.510
C: 2.106 4.153 -2.124
C: 1.494 4.451 -3.338
C: 1.701 5.683 -3.938
Sb: 1.955 2.181 -1.271
C: 3.402 2.532 0.258
C: 4.753 2.220 0.217
C: 5.570 2.515 1.300
C: 5.044 3.130 2.426
C: 3.699 3.471 2.463
C: 2.886 3.175 1.381
C: 2.690 1.096 -2.960
C: 1.791 0.915 -4.006
C: 2.178 0.242 -5.155
C: 3.462 -0.273 -5.257
C: 4.357 -0.106 -4.211
C: 3.976 0.581 -3.067
H: 2.685 7.584 -3.805
H: 3.746 7.073 -1.630
H: 3.393 4.893 -0.565
H: 0.857 3.722 -3.826
H: 1.226 5.907 -4.884
H: 5.188 1.755 -0.657
H: 6.623 2.266 1.260
H: 5.682 3.349 3.272
H: 3.282 3.962 3.333
H: 1.836 3.458 1.405
H: 0.777 1.295 -3.926
H: 1.477 0.117 -5.971
H: 3.762 -0.805 -6.150
H: 5.358 -0.511 -4.286
H: 4.689 0.704 -2.265

Summary:
Orbital gap   5.648 eV
ΔE to the lowest compared entry with this formula, charge and spin   574.8 kJ/mol
Max |F|   0.70 eV/Å
Charge   +1
Electronic energy   -3149.66191 Ha

***

Q: Which value of charge does entry 3 give?
A: +1

***

Q: What is the formula in the second record?
A: C49H46N4O4S4Zn

***

Q: Among the records above, which one has the lowest ΔE to the lowest compared entry with this formula, charge and spin?
A: C49H46AsBiN3O5P